The following is a DFT calculation (ωB97M-V/def2-TZVPD) of a 2-piece molecular cluster, C3H7FN2O overall at a distorted geometry.

Results
- LUMO energy (spin up / spin down): 0.8 / -2.0 eV
- Gap between HOMO and LUMO (spin up / spin down): 6.74 / 7.82 eV
- E: -402.873900 hartree
- HOMO (spin up / spin down): -5.9 / -9.9 eV
- Max |F|: 0.179 hartree/bohr
- Charge: 0
- Multiplicity: 3
- Relative energy (zero: lowest compared OMol25 entry of this formula, charge and spin): 0.0 kcal per mole

Bonds (Å) are listed after each position.
Cartesian coordinates (Å):
1 C 0.333 -1.166 0.427  C2 1.580, N4 1.473, H8 1.071, H9 1.032
2 C 0.940 0.275 0.199  C1 1.580, C3 1.537, N5 1.421, H10 1.205
3 C -0.447 0.585 -0.386  C2 1.537, N4 1.277, H11 1.022
4 N -0.918 -0.556 -0.058  C1 1.473, C3 1.277, O6 1.245
5 N 2.084 0.720 -0.518  C2 1.421, H12 0.963, H14 1.017
6 O -2.062 -1.015 -0.235  N4 1.245
7 F -2.977 1.226 -0.088  H13 0.934
8 H 0.660 -1.988 -0.177  C1 1.071
9 H 0.344 -1.463 1.415  C1 1.032
10 H 0.905 0.743 1.309  C2 1.205
11 H -1.124 1.262 -0.743  C3 1.022
12 H 2.268 -0.002 -1.129  N5 0.963
13 H -2.854 0.301 -0.067  F7 0.934
14 H 2.847 1.077 0.053  N5 1.017